82
Properties=species:S:1:pos:R:3:lowdin_charge:R:1 method="wB97M-V/def2-TZVPD" e_lumo_ha=-0.018 orbital_gap_ev=4.2 homo_energy_ev=-4.70 mol_weight_g_mol=731.5 total_charge=-1
C 4.98 -2.83 -0.25 -0.101
C 4.84 -1.57 -1.13 -0.233
C 5.56 -0.34 -0.56 -0.188
C 4.58 0.79 -0.11 -0.380
C 5.42 1.92 0.55 -0.069
N 3.63 0.19 0.79 -0.065
F 4.33 -0.29 1.91 -0.014
C 2.41 0.89 1.19 -0.621
Br 2.19 2.65 0.39 0.831
C 1.20 0.03 0.82 -0.216
O 0.86 0.16 -0.57 -0.214
C -0.50 0.44 -0.80 -0.297
C -1.44 -0.72 -0.43 -0.072
C 2.41 1.05 2.78 -0.779
O 2.99 2.05 3.22 -0.066
O 1.86 0.12 3.37 -0.025
H 4.01 -3.27 -0.03 0.063
H 5.46 -2.59 0.70 0.054
H 5.61 -3.57 -0.74 0.056
H 3.79 -1.35 -1.33 0.097
H 5.34 -1.80 -2.08 0.090
H 6.17 -0.58 0.31 0.089
H 6.22 0.11 -1.30 0.106
H 4.11 1.13 -1.03 0.122
H 6.48 1.80 0.32 0.061
H 5.23 1.97 1.61 0.074
H 5.12 2.87 0.12 0.044
H 1.44 -1.01 1.02 0.128
H 0.35 0.37 1.42 0.122
H -0.58 0.61 -1.87 0.112
H -0.82 1.35 -0.29 0.106
H -1.65 -1.33 -1.30 0.067
H -2.37 -0.32 -0.01 0.043
H -1.00 -1.38 0.31 0.071
C -5.74 0.66 -2.40 0.027
C -6.90 0.03 -2.58 0.018
C -7.55 -0.70 -1.46 -0.387
O -8.61 -1.28 -1.62 0.085
C -6.87 -0.71 -0.15 0.015
C -5.71 -0.08 0.03 0.030
C -5.06 0.66 -1.08 -0.372
O -4.01 1.24 -0.92 0.103
H -5.24 1.20 -3.20 0.081
H -7.42 0.02 -3.53 0.118
H -7.36 -1.24 0.65 0.085
H -5.20 -0.07 0.98 0.123
C -8.45 -3.44 3.15 0.025
C -8.74 -4.48 3.92 0.020
C -8.03 -4.71 5.20 -0.387
O -8.29 -5.66 5.90 0.105
C -6.98 -3.73 5.59 0.022
C -6.69 -2.69 4.82 0.027
C -7.40 -2.46 3.54 -0.368
O -7.14 -1.51 2.84 0.096
H -8.95 -3.25 2.21 0.124
H -9.50 -5.20 3.66 0.121
H -6.47 -3.92 6.53 0.123
H -5.93 -1.97 5.09 0.126
C 9.04 -1.89 2.51 0.027
C 9.54 -1.41 3.65 0.021
C 10.51 -0.29 3.65 -0.388
O 10.98 0.15 4.68 0.099
C 10.90 0.28 2.33 0.016
C 10.40 -0.20 1.20 0.020
C 9.43 -1.32 1.20 -0.386
O 8.97 -1.76 0.16 0.105
H 8.32 -2.70 2.49 0.123
H 9.26 -1.80 4.62 0.122
H 11.61 1.10 2.36 0.119
H 10.67 0.20 0.23 0.120
C -4.80 4.86 -7.33 0.020
C -5.21 3.81 -6.62 0.022
C -4.59 3.48 -5.32 -0.361
O -4.96 2.53 -4.66 0.090
C -3.49 4.36 -4.83 0.033
C -3.08 5.41 -5.54 0.025
C -3.70 5.74 -6.85 -0.386
O -3.33 6.69 -7.50 0.106
H -5.23 5.12 -8.29 0.120
H -6.01 3.16 -6.95 0.121
H -3.06 4.10 -3.87 0.130
H -2.29 6.06 -5.21 0.124

6
Properties=species:S:1:pos:R:3:lowdin_spin:R:1 method="wB97M-V/def2-TZVPD" s2=2.087 e_above_lowest_kcal_mol=80.5 e_lumo_ha="-0.049 / -0.107" orbital_gap_ev="7.0 / 6.9" homo_energy_ev="-8.30 / -9.76" spin_multiplicity=3 mol_weight_g_mol=111.1
N -1.56 -1.09 -0.03 0.364
O -0.64 0.58 0.12 0.350
O -0.94 -2.11 -0.10 0.325
S -3.44 1.13 -0.08 0.647
S -3.19 -0.74 0.08 0.308
H -0.58 0.65 -0.83 0.005

90
Properties=species:S:1:pos:R:3:lowdin_charge:R:1 method="wB97M-V/def2-TZVPD" e_above_lowest_kcal_mol=30.7 e_lumo_ha=0.003 orbital_gap_ev=8.8 homo_energy_ev=-8.71 mol_weight_g_mol=703.2
C -1.23 -0.61 -5.78 -0.292
S -0.28 -1.29 -4.52 0.771
O 0.26 -2.57 -5.05 -0.519
C 1.06 -0.15 -4.67 -0.264
H -2.22 -0.96 -5.98 0.035
H -0.62 -0.77 -6.68 0.072
H -1.30 0.47 -5.65 0.065
H 1.83 -0.34 -3.92 0.050
H 0.72 0.89 -4.65 0.054
H 1.57 -0.37 -5.60 0.063
C 0.03 2.96 3.17 -0.280
S -0.56 3.82 1.78 0.801
O 0.07 3.16 0.62 -0.549
C 0.31 5.26 2.15 -0.288
H -0.43 3.29 4.11 0.078
H 1.11 2.99 3.32 0.053
H -0.22 1.92 2.98 0.037
H 0.55 5.91 1.29 0.067
H 1.33 5.06 2.48 0.056
H -0.11 5.81 2.96 0.059
C 5.18 -3.85 3.13 -0.311
S 5.10 -2.91 1.70 0.766
O 5.52 -3.77 0.57 -0.518
C 3.38 -2.84 1.64 -0.306
H 4.91 -3.28 4.05 0.074
H 6.20 -4.15 3.29 0.046
H 4.48 -4.68 3.10 0.061
H 3.11 -2.09 0.90 0.005
H 2.94 -2.45 2.57 0.068
H 2.90 -3.78 1.39 0.072
C -5.78 0.32 -3.05 -0.272
S -4.88 -1.01 -3.80 0.792
O -4.28 -0.37 -4.97 -0.533
C -3.63 -1.17 -2.58 -0.305
H -6.10 0.17 -2.00 0.050
H -6.69 0.52 -3.67 0.068
H -5.17 1.19 -3.13 0.044
H -2.91 -1.89 -2.96 0.047
H -3.90 -1.44 -1.54 0.055
H -3.11 -0.22 -2.50 0.055
C -3.69 1.41 1.80 -0.269
S -5.00 0.49 2.60 0.779
O -5.70 1.39 3.53 -0.532
C -6.01 0.28 1.20 -0.288
H -4.09 2.38 1.58 0.049
H -3.22 0.90 0.93 0.049
H -2.91 1.48 2.55 0.029
H -5.61 -0.44 0.48 0.050
H -6.09 1.27 0.73 0.064
H -6.93 -0.09 1.60 0.046
C 0.69 -5.66 4.96 -0.279
S -0.52 -4.56 4.31 0.770
O 0.16 -3.30 4.03 -0.545
C -0.73 -5.39 2.74 -0.270
H 0.19 -6.51 5.45 0.066
H 1.03 -4.97 5.74 0.049
H 1.46 -5.91 4.22 0.056
H -1.17 -6.37 2.93 0.058
H 0.28 -5.52 2.29 0.063
H -1.38 -4.77 2.09 0.056
C 1.96 3.12 -2.77 -0.301
S 2.23 4.69 -2.04 0.766
O 2.92 5.42 -3.11 -0.530
C 0.58 5.19 -2.06 -0.292
H 2.92 2.59 -2.74 0.035
H 1.89 3.28 -3.83 0.058
H 1.16 2.49 -2.35 0.061
H 0.19 4.98 -3.05 0.061
H 0.43 6.25 -1.91 0.061
H 0.06 4.50 -1.36 0.035
C 4.61 1.18 -0.85 -0.265
S 3.04 1.05 -0.05 0.810
O 2.72 -0.39 -0.12 -0.557
C 3.63 1.42 1.59 -0.244
H 5.09 2.15 -0.75 0.070
H 4.46 1.04 -1.91 0.044
H 5.33 0.44 -0.52 0.068
H 2.78 1.34 2.29 0.044
H 3.99 2.47 1.67 0.077
H 4.31 0.63 1.87 0.051
C -0.11 -0.94 1.48 -0.230
S -0.84 -1.58 -0.01 0.813
O -2.24 -1.15 0.19 -0.565
C -0.24 -0.40 -1.11 -0.297
H -0.38 0.12 1.42 0.034
H 0.97 -1.08 1.51 0.032
H -0.76 -1.40 2.22 0.045
H 0.85 -0.28 -1.15 0.032
H -0.73 0.52 -0.73 0.068
H -0.71 -0.54 -2.08 -0.013

9
Properties=species:S:1:pos:R:3:lowdin_charge:R:1 method="wB97M-V/def2-TZVPD" e_above_lowest_kcal_mol=118.8 e_lumo_ha="-0.061 / -0.061" orbital_gap_ev="7.9 / 7.9" homo_energy_ev="-9.56 / -9.55" mol_weight_g_mol=103.1
C -0.72 0.93 -0.09 0.017
C 0.83 0.70 0.06 -0.507
N -1.39 -0.12 -0.15 -0.045
N -0.98 -1.27 -0.26 0.191
N 1.01 -0.57 0.39 0.067
O 1.53 1.67 -0.05 0.065
F 2.10 -1.25 -0.05 -0.024
H -1.11 1.92 -0.22 0.122
H -1.28 -2.00 0.37 0.114

31
Properties=species:S:1:pos:R:3:lowdin_charge:R:1 method="wB97M-V/def2-TZVPD" e_above_lowest_kcal_mol=22.7 e_lumo_ha=-0.005 orbital_gap_ev=10.4 homo_energy_ev=-10.52 mol_weight_g_mol=263.9
Kr 0.41 -0.03 -0.14 0.199
O -0.97 2.01 2.32 -0.066
H -1.52 1.98 3.10 0.044
H -0.20 1.49 2.55 -0.010
O 2.95 -3.18 -1.05 -0.060
H 3.11 -4.09 -1.28 0.027
H 2.06 -3.17 -0.70 -0.014
O -0.11 -3.54 -1.26 -0.044
H 0.10 -3.90 -2.13 0.070
H -0.38 -4.30 -0.75 0.067
O -1.67 -1.07 2.69 -0.070
H -2.11 -0.38 2.19 0.009
H -1.08 -0.61 3.28 -0.009
O -1.68 -0.67 -3.89 -0.071
H -1.86 0.21 -3.57 0.022
H -1.74 -1.23 -3.12 -0.036
O -2.10 3.11 -0.60 -0.055
H -2.82 3.68 -0.32 0.034
H -1.89 2.59 0.18 -0.011
O 1.36 3.19 -1.48 -0.064
H 0.92 2.68 -2.16 0.034
H 0.66 3.58 -0.97 0.027
O 1.28 -0.25 3.59 -0.045
H 1.42 0.21 4.43 0.046
H 2.13 -0.22 3.16 0.047
O 3.95 2.83 -0.08 -0.064
H 3.26 2.45 -0.61 -0.009
H 3.49 3.24 0.65 0.021
O -2.46 -2.05 -1.68 -0.059
H -1.78 -2.71 -1.57 -0.008
H -2.76 -1.86 -0.79 0.049

61
Properties=species:S:1:pos:R:3:lowdin_charge:R:1 method="wB97M-V/def2-TZVPD" e_lumo_ha=-0.100 orbital_gap_ev=10.0 homo_energy_ev=-12.75 mol_weight_g_mol=370.5 total_charge=+1
C 3.20 1.48 1.83 -0.096
C 2.79 1.84 0.41 -0.215
C 2.35 0.65 -0.44 -0.160
O 0.91 0.47 -0.46 -0.112
C 0.39 -0.01 0.73 -0.130
N -1.05 -0.31 0.36 0.094
O -1.92 0.49 1.10 -0.079
C -3.26 0.43 0.54 -0.123
C -4.18 1.30 1.38 -0.334
C -3.52 2.60 1.83 -0.046
C -5.50 1.54 0.61 -0.386
C -5.32 2.43 -0.64 -0.055
C -6.18 0.22 0.27 -0.075
H 2.41 0.98 2.40 0.062
H 4.07 0.82 1.83 0.082
H 3.47 2.37 2.40 0.080
H 1.98 2.58 0.40 0.120
H 3.64 2.32 -0.10 0.117
H 2.60 0.76 -1.49 0.106
H 2.80 -0.28 -0.08 0.136
H 0.85 -0.93 1.08 0.121
H 0.32 0.73 1.53 0.149
H -1.27 -1.29 0.55 0.172
H -1.15 -0.11 -0.64 0.196
H -3.19 0.78 -0.50 0.136
H -3.58 -0.62 0.54 0.131
H -4.44 0.71 2.26 0.146
H -3.06 3.15 1.01 0.085
H -2.74 2.44 2.58 0.081
H -4.27 3.25 2.28 0.096
H -6.14 2.09 1.31 0.137
H -5.67 1.94 -1.54 0.081
H -5.87 3.37 -0.55 0.085
H -4.28 2.72 -0.81 0.067
H -5.68 -0.29 -0.56 0.079
H -7.22 0.38 -0.04 0.089
H -6.19 -0.46 1.13 0.084
C 6.49 -0.70 -5.92 -0.022
O 5.34 -0.97 -5.10 0.007
C 4.42 -0.02 -5.11 -0.625
O 4.47 1.02 -5.72 0.131
O 3.40 -0.41 -4.34 -0.005
C 2.32 0.53 -4.29 -0.054
H 7.14 -1.56 -5.80 0.095
H 6.19 -0.57 -6.96 0.100
H 6.99 0.21 -5.57 0.098
H 1.90 0.69 -5.28 0.101
H 2.66 1.49 -3.90 0.095
H 1.58 0.08 -3.64 0.083
C -1.28 -2.66 3.03 -0.046
O -0.35 -3.45 3.75 0.026
C 0.91 -3.36 3.29 -0.607
O 1.23 -2.67 2.35 0.082
O 1.69 -4.14 4.00 0.034
C 3.08 -4.15 3.60 -0.003
H -2.25 -2.79 3.49 0.106
H -0.97 -1.62 3.06 0.090
H -1.30 -3.01 1.99 0.093
H 3.50 -3.16 3.69 0.099
H 3.17 -4.50 2.57 0.101
H 3.55 -4.84 4.29 0.101

13
Properties=species:S:1:pos:R:3:lowdin_charge:R:1 method="wB97M-V/def2-TZVPD" e_above_lowest_kcal_mol=204.6 e_lumo_ha=-0.026 orbital_gap_ev=10.0 homo_energy_ev=-10.67 mol_weight_g_mol=124.1 smiles="N#CCN(CC#N)N=O"
C 0.97 0.61 0.85 -0.216
C 2.15 0.54 0.04 -0.178
C -0.70 -0.17 -0.90 -0.185
C -1.63 0.96 -1.10 -0.040
H 0.63 1.67 1.20 0.156
H 1.34 0.24 1.92 0.153
H -0.17 -0.25 -1.86 0.128
H -1.34 -0.95 -0.67 0.065
N -0.08 -1.58 1.21 0.031
N -0.06 -0.39 0.45 -0.136
N 2.72 0.13 -0.99 0.145
N -2.96 1.48 -0.82 0.086
O -0.86 -2.29 0.67 -0.008

72
Properties=species:S:1:pos:R:3:lowdin_charge:R:1 method="wB97M-V/def2-TZVPD" e_above_lowest_kcal_mol=60.2 e_lumo_ha=0.014 orbital_gap_ev=10.0 homo_energy_ev=-9.62 mol_weight_g_mol=459.4 smiles=COCCOC.COCCOC.COCCOC.COCCOC.ClCCCl
Cl -1.37 -1.33 -3.18 0.545
C -2.70 -0.38 -2.36 -0.611
C -3.47 -1.20 -1.31 -0.625
Cl -4.48 -2.53 -2.03 0.525
H -3.30 0.15 -3.10 0.070
H -2.11 0.45 -1.97 0.053
H -4.07 -0.60 -0.63 0.054
H -2.64 -1.57 -0.71 0.048
C -3.96 1.57 2.05 -0.049
O -4.45 1.21 3.40 -0.161
C -3.89 0.11 3.97 -0.269
C -4.69 -0.41 5.14 -0.184
O -5.89 -0.98 4.66 -0.195
C -6.89 -1.41 5.54 -0.104
H -4.55 2.43 1.75 0.085
H -4.15 0.84 1.26 0.070
H -2.96 2.00 1.99 0.074
H -2.88 0.42 4.22 0.118
H -3.82 -0.65 3.19 0.122
H -4.88 0.44 5.80 0.129
H -4.19 -1.21 5.68 0.127
H -6.44 -1.60 6.52 0.083
H -7.34 -2.32 5.15 0.086
H -7.69 -0.66 5.63 0.084
C 6.20 -0.42 -0.18 -0.093
O 6.05 0.25 -1.44 -0.167
C 5.14 -0.46 -2.27 -0.208
C 3.91 0.36 -2.74 -0.132
O 2.88 -0.56 -3.32 -0.192
C 2.17 -1.23 -2.33 -0.159
H 5.22 -0.66 0.22 0.073
H 6.76 0.26 0.47 0.088
H 6.80 -1.33 -0.22 0.087
H 4.79 -1.37 -1.79 0.096
H 5.58 -0.92 -3.15 0.126
H 4.08 0.97 -3.62 0.117
H 3.53 0.99 -1.94 0.116
H 1.26 -0.80 -1.91 0.058
H 2.83 -1.56 -1.53 0.060
H 1.96 -2.22 -2.75 0.091
C 0.66 3.50 -1.46 -0.082
O 0.76 4.14 -2.76 -0.174
C 1.59 3.41 -3.66 -0.199
C 0.90 2.27 -4.34 -0.253
O -0.15 2.80 -5.10 -0.142
C -0.99 1.77 -5.60 -0.095
H -0.04 4.11 -0.88 0.086
H 1.64 3.51 -0.99 0.085
H 0.27 2.48 -1.53 0.071
H 2.30 2.83 -3.08 0.096
H 2.07 4.12 -4.33 0.136
H 0.63 1.54 -3.58 0.106
H 1.64 1.70 -4.89 0.129
H -1.86 2.17 -6.12 0.092
H -1.33 1.11 -4.79 0.035
H -0.50 0.96 -6.15 0.087
C 3.92 -3.06 3.40 -0.137
O 3.09 -3.02 2.32 -0.165
C 2.47 -1.84 1.94 -0.219
C 0.99 -1.81 1.81 -0.200
O 0.68 -0.45 1.45 -0.169
C -0.69 -0.09 1.82 -0.098
H 3.35 -2.81 4.29 0.088
H 4.78 -2.40 3.36 0.087
H 4.29 -4.07 3.57 0.092
H 2.92 -1.63 0.97 0.113
H 2.69 -1.02 2.63 0.135
H 0.46 -2.08 2.72 0.123
H 0.54 -2.53 1.12 0.128
H -1.52 -0.64 1.39 0.070
H -0.94 0.91 1.45 0.067
H -0.96 0.02 2.87 0.073

21
Properties=species:S:1:pos:R:3:lowdin_spin:R:1 method="wB97M-V/def2-TZVPD" s2=0.750 e_above_lowest_kcal_mol=45.7 e_lumo_ha="0.092 / 0.092" orbital_gap_ev="1.3 / 8.6" homo_energy_ev="1.21 / -6.05" spin_multiplicity=2 mol_weight_g_mol=114.1 total_charge=-1
C 1.79 -0.72 0.33 0.024
C 0.81 -0.05 1.14 0.018
N -0.58 -0.51 0.85 0.007
N 3.10 0.05 0.25 0.059
H 2.21 -1.65 0.67 0.004
H 1.60 -0.93 -0.76 0.008
H 1.04 -0.05 2.20 0.008
H 0.92 1.01 1.04 0.019
H -1.17 -0.16 1.55 0.004
H -0.54 -1.54 1.04 0.004
H 3.05 0.76 -0.50 0.061
H 3.02 0.65 1.08 0.051
H 6.26 1.19 -1.77 0.112
H 5.06 2.07 -1.16 0.128
O 5.23 1.28 -1.76 0.354
H -5.53 2.28 0.37 0.007
H -5.20 0.94 -0.19 0.011
O -5.70 1.34 0.51 0.035
H -6.00 -2.06 -1.61 0.016
H -4.35 -1.88 -2.00 0.015
O -5.01 -2.04 -1.31 0.054

8
Properties=species:S:1:pos:R:3:lowdin_charge:R:1 method="wB97M-V/def2-TZVPD" e_above_lowest_kcal_mol=67.4 e_lumo_ha=0.040 orbital_gap_ev=11.3 homo_energy_ev=-10.20 mol_weight_g_mol=73.1 smiles="N#[N+][O-].C=N"
C 0.33 1.39 -0.22 -0.153
N -0.01 -2.47 0.23 0.230
N -0.91 -1.84 0.14 -0.342
N 1.02 0.35 -0.33 0.005
O -1.85 -1.17 0.06 0.096
H 0.10 1.93 0.70 0.067
H -0.08 1.82 -1.13 0.058
H 1.41 -0.01 0.55 0.039

9
Properties=species:S:1:pos:R:3:lowdin_charge:R:1 method="wB97M-V/def2-TZVPD" e_above_lowest_kcal_mol=34.8 e_lumo_ha=0.143 orbital_gap_ev=9.4 homo_energy_ev=-5.49 mol_weight_g_mol=113.1 total_charge=-1
C -1.15 1.67 0.16 -0.463
C 0.30 -2.03 0.12 -0.091
C -2.72 -0.43 -0.03 -0.712
N -1.57 0.75 -0.44 0.140
N 0.41 -1.08 -0.50 0.056
O -0.53 2.55 0.60 0.072
O -3.84 -0.03 -0.12 0.024
O -2.15 -1.38 0.41 -0.015
H 0.17 -0.20 -0.78 -0.012

17
Properties=species:S:1:pos:R:3:lowdin_charge:R:1 method="wB97M-V/def2-TZVPD" e_above_lowest_kcal_mol=0.0 e_lumo_ha=0.038 orbital_gap_ev=8.9 homo_energy_ev=-7.85 mol_weight_g_mol=107.2 smiles=Cc1ccccc1N
C 0.51 -0.92 -2.07 -0.047
N -1.87 0.47 -1.01 0.097
C -0.79 0.23 -0.18 -0.301
C 0.36 -0.37 -0.68 -0.227
C 1.44 -0.53 0.19 -0.058
C 1.39 -0.11 1.52 -0.110
C 0.31 0.64 1.95 -0.095
C -0.80 0.74 1.11 -0.045
H 1.17 -1.78 -2.07 0.075
H -0.42 -1.18 -2.57 0.062
H 1.01 -0.19 -2.73 0.088
H -2.69 0.94 -0.68 0.086
H -2.11 -0.19 -1.73 0.077
H 2.35 -0.98 -0.18 0.105
H 2.24 -0.33 2.14 0.094
H 0.29 1.10 2.93 0.095
H -1.68 1.19 1.55 0.105